A cluster of 12 separate species, C27H53Br22O4 in total, computed with the ωB97M-V functional and the def2-TZVPD basis.

Calculated values
Kohn-Sham gap ... 6.174 eV
E_HOMO ... -4.62 eV
Energy ... -1577986.5024 eV

Structure (ORCA input):
```
! RIJCOSX wB97M-V def2-TZVPD def2/J DEFGRID3
* xyz -1 1
C -3.02561 0.60130 0.89930
C -3.66309 -0.59591 0.17265
O -3.28050 -1.86327 0.64184
C -1.88580 -2.09632 0.53944
C -1.28616 -1.79403 -0.83036
O -0.49912 -0.62110 -0.75487
C 0.08514 -0.28445 -1.99997
O 0.52493 0.88275 -2.09355
O 0.10982 -1.18122 -2.83863
H -2.17200 0.36090 1.51258
H -2.81546 1.37026 0.16694
H -3.77058 1.03003 1.56431
H -3.55034 -0.49027 -0.90179
H -4.73180 -0.52881 0.34228
H -1.31722 -1.58220 1.30955
H -1.74221 -3.15062 0.73443
H -2.03856 -1.72353 -1.60718
H -0.62353 -2.61016 -1.12224
Br -0.47688 -4.95605 -1.16413
C -0.34601 -6.88727 -0.93415
C -1.61899 -7.45018 -0.36217
Br -1.77120 -7.10188 1.55241
H 0.52317 -7.08148 -0.31957
H -0.17761 -7.28637 -1.93449
H -1.63862 -8.53399 -0.45665
H -2.50187 -7.03333 -0.82887
Br -4.22931 2.47407 -2.25143
C -2.79357 3.72626 -2.64632
C -2.78892 4.87965 -1.68375
Br -4.20484 6.16731 -2.07347
H -2.91903 4.03605 -3.67831
H -1.87513 3.14676 -2.55109
H -1.86123 5.44163 -1.76548
H -2.93449 4.56964 -0.65699
Br -0.41812 -9.51009 4.45928
C 1.05342 -8.31612 4.01913
C 1.18035 -7.20375 5.02505
Br -0.18852 -5.84499 4.78113
H 0.87181 -7.95911 3.01200
H 1.94484 -8.93964 4.02821
H 2.12716 -6.68246 4.90122
H 1.09215 -7.55824 6.04676
Br -0.86540 7.22202 2.02049
C -2.77458 7.09289 2.36057
C -3.11971 5.87018 3.16538
Br -3.04408 4.25895 2.08311
H -3.26303 7.10491 1.39098
H -3.03470 7.99711 2.90653
H -4.14740 5.93753 3.51752
H -2.45796 5.70974 4.01040
Br -0.43544 -7.37887 -5.54866
C -2.15404 -6.46432 -5.50571
C -2.58394 -6.16243 -4.09773
Br -3.23934 -7.76197 -3.19168
H -2.85834 -7.09707 -6.03541
H -2.00475 -5.54091 -6.06041
H -3.41887 -5.46590 -4.09275
H -1.78116 -5.76230 -3.48650
Br 4.72089 5.46026 -1.04944
C 3.06647 6.48615 -0.99430
C 2.06279 5.87526 -0.05380
Br 1.22075 4.30193 -0.81931
H 2.70092 6.54629 -2.01381
H 3.35808 7.47800 -0.65402
H 1.25153 6.57543 0.13526
H 2.50326 5.57100 0.89031
Br -6.22888 8.24192 3.85781
C -7.95468 7.52567 3.30860
C -8.03346 6.03675 3.51532
Br -7.04343 5.06796 2.15237
H -8.09699 7.81215 2.27216
H -8.68610 8.03704 3.93056
H -9.06241 5.69656 3.42136
H -7.63686 5.72496 4.47582
Br -3.58521 -11.24818 5.48899
C -3.82046 -9.31184 5.50779
C -5.24294 -8.92560 5.20564
Br -5.65080 -9.10325 3.31215
H -3.11342 -8.90148 4.79637
H -3.54558 -8.99794 6.51234
H -5.40645 -7.87575 5.43861
H -5.96595 -9.53264 5.74025
Br 9.42175 8.97385 -2.53293
C 9.53107 7.06590 -2.15119
C 8.26687 6.55116 -1.52102
Br 8.13693 7.05355 0.35284
H 10.40624 6.92077 -1.52703
H 9.69151 6.59097 -3.11516
H 8.25668 5.46353 -1.52815
H 7.37026 6.92149 -2.00631
Br 2.25881 -5.52274 1.32702
C 3.41291 -4.11374 0.63527
C 3.35248 -2.87745 1.48977
Br 1.70879 -1.89055 1.17311
H 3.09595 -3.92532 -0.38610
H 4.41421 -4.53988 0.63262
H 4.15709 -2.19593 1.22135
H 3.40114 -3.09683 2.55193
Br 12.12125 4.36157 -7.36698
C 10.39509 5.25911 -7.33921
C 10.01151 5.68411 -5.94796
Br 9.40283 4.17631 -4.87700
H 9.67783 4.57555 -7.78043
H 10.51188 6.12808 -7.98262
H 9.16929 6.37236 -5.98001
H 10.83285 6.14415 -5.40797
*
```

The molecule C3H6N2O, computed with the ωB97M-V functional and the def2-TZVPD basis.

Calculated values
Kohn-Sham gap ... 10.138 eV
E_HOMO ... -9.18 eV
Energy relative to the best compared isomer or geometry (same formula, charge and spin) ... 178.77 kJ/mol
Energy ... -8234.8459 eV

Structure (ORCA input):
```
! RIJCOSX wB97M-V def2-TZVPD def2/J DEFGRID3
* xyz 0 1
C 0.99706 0.71554 1.86094
C -0.42490 -0.12495 0.09800
N 0.75609 0.33701 0.47860
N -0.47543 -0.40486 -1.23856
C -1.64216 -0.91170 -1.79248
O -1.75301 -1.21862 -2.95433
H 2.01514 0.44653 2.15726
H 0.28313 0.17116 2.47969
H 0.85428 1.79093 2.01414
H 1.53010 0.49249 -0.16853
H 0.29865 -0.30453 -1.89886
H -2.43894 -0.98900 -1.03588
*
```

A structure of composition C12H24CoIO12, computed with the ωB97M-V functional and the def2-TZVPD basis.

Calculated values
Kohn-Sham gap (alpha / beta) ... 7.000 / 3.099 eV
E_HOMO (alpha / beta) ... -12.78 / -10.67 eV
Energy relative to the best compared isomer or geometry (same formula, charge and spin) ... 1166.17 kJ/mol
Energy ... -83114.6376 eV

Structure (ORCA input):
```
! RIJCOSX wB97M-V def2-TZVPD def2/J DEFGRID3
* xyz 1 4
Co -0.28352 -0.07381 0.33097
I 0.52474 -0.75620 -4.22401
C 0.68592 -7.84397 0.88910
O 0.35976 -6.48427 0.76954
C 0.93723 -5.53350 1.51619
O 0.74731 -4.30832 1.29951
O 1.83839 -6.04215 2.45681
C 2.69008 -5.15184 3.21916
H 1.76890 -7.96673 0.90255
H 0.35718 -8.38171 -0.00021
H 0.24705 -8.41132 1.70983
H 3.40033 -5.75551 3.78416
H 2.12773 -4.42313 3.80297
H 3.36814 -4.56429 2.60019
C -0.21035 7.56835 -0.23654
O -0.12136 6.20419 -0.19012
C -1.05413 5.41843 -0.79434
O -1.05114 4.18565 -0.65563
O -1.92701 6.13979 -1.51725
C -2.94527 5.51357 -2.32734
H -1.07317 7.87214 0.35622
H -0.37902 7.89568 -1.26245
H 0.75400 7.97914 0.06242
H -3.88484 5.38787 -1.78929
H -2.63605 4.55791 -2.75066
H -3.15051 6.03777 -3.26071
C 6.99993 1.48883 3.24449
O 5.65027 1.14229 2.80451
C 5.17112 1.42682 1.49048
O 4.01986 1.10760 1.06204
O 5.96054 2.19376 0.80225
C 5.60596 2.88578 -0.38692
H 7.67934 1.10482 2.48355
H 7.22240 1.02851 4.20716
H 7.11865 2.57195 3.27363
H 6.39943 3.59271 -0.62930
H 4.65590 3.36257 -0.14575
H 5.39847 2.19803 -1.20670
C -7.16018 -0.59614 -3.06578
O -6.27585 -0.34255 -1.95521
C -5.53132 -1.26554 -1.32522
O -4.47032 -1.00275 -0.76224
O -6.13319 -2.45121 -1.38831
C -5.47829 -3.64012 -0.91080
H -7.70111 -1.51819 -2.85291
H -6.52821 -0.64439 -3.95257
H -7.86365 0.23410 -3.12848
H -4.48848 -3.69650 -1.36379
H -5.97449 -4.57855 -1.15826
H -5.36702 -3.66533 0.17321
*
```

The molecule C5H8O, computed with the ωB97M-V functional and the def2-TZVPD basis.

Calculated values
Kohn-Sham gap ... 11.139 eV
SMILES ... C#C[C@H](O)CC
E_HOMO ... -10.15 eV
Energy relative to the best compared isomer or geometry (same formula, charge and spin) ... 204.32 kJ/mol
Energy ... -7360.1376 eV

Structure (ORCA input):
```
! RIJCOSX wB97M-V def2-TZVPD def2/J DEFGRID3
* xyz 0 1
C 2.34169 0.12022 -1.23063
C 1.45389 -0.06682 -0.43760
C 0.43789 -0.41375 0.57558
O 0.63439 -1.74642 1.02219
C -0.99213 -0.32974 0.04045
C -1.51422 1.09766 -0.07928
H 3.12275 0.27966 -1.94144
H 0.54083 0.28993 1.41908
H 1.58322 -1.87860 1.14373
H -1.03281 -0.84468 -0.92570
H -1.61301 -0.90396 0.73677
H -1.53183 1.59360 0.89857
H -2.53683 1.10249 -0.47000
H -0.89383 1.70040 -0.75172
*
```